Entry from the Open Molecules 2025 dataset: an isolated molecule of C4H4Cl2NP (ωB97M-V/def2-TZVPD).

Its total charge is 0. Its structure (SMILES) is ClP(Cl)c1ccc[nH]1.

Each line ends with the Mulliken charge.
CARTESIAN COORDINATES (ANGSTROEM)
C  1.582360  0.594294  -0.346806  -0.44
C  0.283311  1.042473  -0.287191  0.10
C  1.599434  -0.656958  0.126322  -0.76
C  -0.477240  0.042587  0.207232  -0.19
N  0.337931  -1.069743  0.390641  -0.06
P  -2.247464  -0.146461  0.731874  0.16
Cl  -2.824978  -1.658774  -0.578469  -0.21
Cl  -2.928644  1.549963  -0.224414  -0.22
H  2.286378  1.309293  -0.704046  0.38
H  0.064162  2.021507  -0.551776  0.48
H  2.422534  -1.240362  0.264870  0.49
H  -0.097781  -1.787822  0.971768  0.26

Atoms 1-2, force components in eV/Å:
0.34 1.24 -0.33
-0.80 0.05 0.24

Entry from the Open Molecules 2025 dataset: a cluster of 6 separate species, C6H26N2O5 in total (ωB97M-V/def2-TZVPD).

Its total charge is 0. Its structure (SMILES) is CC[C@@H](CNC)NC.O.O.O.O.O.

Each line ends with the Mulliken charge.
CARTESIAN COORDINATES (ANGSTROEM)
C  1.335686  1.333011  -0.788342  -0.74
N  -0.021087  1.687658  -1.175146  -0.17
C  -1.821453  1.726849  1.462984  -0.85
C  -2.312336  1.298160  0.038166  -0.56
C  -1.028042  0.713919  -0.789383  0.96
C  -1.571988  -0.178608  -1.933634  -1.09
N  -0.741598  -1.302968  -2.329249  -0.24
C  0.236571  -1.040909  -3.477238  -0.82
H  1.490965  0.738416  0.132249  0.16
H  1.922403  0.904004  -1.579648  0.31
H  1.816940  2.230529  -0.267971  0.28
H  0.000514  1.829637  -2.173812  0.31
H  -2.468313  2.480013  2.118532  0.27
H  -1.535230  0.946996  2.146625  0.19
H  -0.986973  2.363575  1.305406  0.15
H  -3.040363  0.424620  -0.077692  0.36
H  -2.759536  2.230916  -0.461930  0.24
H  -0.551795  -0.076651  -0.119851  -0.59
H  -1.847716  0.539633  -2.711701  0.44
H  -2.596614  -0.708943  -1.744588  0.37
H  -0.153644  -1.640415  -1.573100  0.31
H  0.785055  -2.018422  -3.519022  0.32
H  1.021425  -0.328361  -3.332191  0.22
H  -0.307252  -0.588544  -4.367294  0.30
H  0.523590  4.444709  -0.336596  0.29
H  -0.248333  3.216821  0.294059  0.36
O  0.139226  4.166930  0.479737  -0.73
H  -0.464828  -1.610486  2.152490  0.33
H  -0.272178  -1.360943  3.616433  0.33
O  -0.554622  -2.079754  3.031430  -0.69
H  0.113950  -3.642793  -1.042381  0.31
H  1.635609  -3.413583  -0.796033  0.28
O  0.790954  -3.385250  -0.432692  -0.70
H  1.443152  -2.469133  1.126827  0.34
H  1.429977  -2.822721  2.577096  0.36
O  1.796999  -2.251598  1.920122  -0.70
H  2.194144  0.162838  3.465604  0.25
H  2.240556  -0.599971  2.182394  0.42
O  2.442776  0.169785  2.556594  -0.58

Atoms 1-2, force components in eV/Å:
1.31 1.71 2.51
-0.05 -0.84 0.56

Entry from the Open Molecules 2025 dataset: a cluster of 7 separate species, C46H87Cl2F9N2O17PS in total (ωB97M-V/def2-TZVPD).

Its total charge is +1.

Each line ends with the Mulliken charge.
CARTESIAN COORDINATES (ANGSTROEM)
C  -4.772839  7.194019  -1.645862  -1.04
C  -4.604359  5.718943  -1.256633  -0.64
P  -2.962187  5.145590  -1.889620  0.15
C  -3.388326  4.843334  -3.642150  -1.14
C  -2.737160  3.569565  -0.933138  0.78
C  -2.892201  2.250550  -1.354249  0.32
C  -3.309453  1.956370  -2.738453  -0.84
Cl  -5.018942  1.750237  -2.920997  -0.08
C  -2.462869  1.831555  -3.751522  0.84
C  -0.988894  2.043210  -3.615165  -1.60
Cl  -3.000364  1.385125  -5.306465  -0.18
C  -2.692912  1.134210  -0.489319  0.93
C  -2.983251  -0.238953  -1.051841  -1.95
C  -1.943254  -0.797513  -2.066370  0.87
C  -1.763193  -2.307735  -1.964805  -1.23
O  -0.971321  -2.752946  -0.900475  -0.02
C  0.406317  -2.487504  -1.044969  -0.77
C  -2.304003  1.421925  0.831658  -0.05
S  -2.003158  0.071625  1.984169  1.02
O  -1.420048  0.552264  3.198910  -0.72
O  -1.339839  -0.982002  1.299307  -0.34
C  -3.676638  -0.595969  2.493209  0.81
F  -4.075728  -1.530571  1.636411  -0.23
F  -3.438945  -1.160281  3.676330  -0.27
C  -4.773075  0.482742  2.660359  0.59
F  -4.806222  1.276411  1.566168  -0.19
F  -4.401716  1.246437  3.702610  -0.33
C  -6.216655  -0.074086  2.910195  0.45
F  -6.832602  0.786769  3.728547  -0.28
F  -6.167955  -1.266599  3.497093  -0.28
C  -7.084298  -0.180315  1.618913  0.60
F  -8.113396  -0.962188  1.874061  -0.25
F  -7.519658  1.012025  1.263485  -0.24
F  -6.382473  -0.700599  0.621704  -0.19
N  -2.159898  2.738684  1.253435  0.67
N  -1.831330  3.074260  2.594404  -0.91
C  -2.339800  3.782763  0.434634  0.36
C  -2.096464  5.145579  0.998095  -1.57
C  -0.598716  5.458147  1.054296  -0.68
C  -0.406874  6.949293  1.180082  0.68
O  -1.210289  7.731794  0.811830  -0.49
O  0.734923  7.355205  1.730351  -0.55
H  -4.344180  7.404361  -2.620115  0.23
H  -4.268158  7.827119  -0.923584  0.26
H  -5.824567  7.456574  -1.657121  0.37
H  -4.558266  5.638372  -0.175116  0.49
H  -5.409330  5.090375  -1.626406  0.58
H  -3.659567  5.803474  -4.067142  0.56
H  -4.261822  4.201288  -3.742858  0.35
H  -2.586949  4.400021  -4.212817  0.29
H  -0.643384  1.864599  -2.602864  0.31
H  -0.742261  3.073127  -3.869664  0.31
H  -0.445837  1.393429  -4.291910  0.50
H  -3.135773  -0.989068  -0.290990  0.81
H  -3.933813  -0.134953  -1.567594  0.40
H  -2.324886  -0.611422  -3.066734  -0.55
H  -1.007194  -0.257170  -1.969335  0.14
H  -2.748634  -2.744089  -1.802842  0.46
H  -1.397030  -2.693596  -2.920109  0.26
H  0.880622  -3.214962  -1.704402  0.35
H  0.858859  -2.574731  -0.063075  0.13
H  0.617411  -1.481006  -1.410041  0.28
H  -2.396805  2.520166  3.220575  0.26
H  -0.859520  2.831298  2.736274  0.26
H  -2.487051  5.200992  2.009239  0.52
H  -2.592747  5.909395  0.425967  0.21
H  -0.200274  4.997760  1.957022  0.42
H  -0.058397  5.072711  0.192028  0.46
H  1.263034  6.595265  2.002134  0.34
C  5.557778  -6.180087  -0.398839  -0.84
O  5.797798  -5.509172  0.825583  -0.13
C  5.592906  -4.109084  0.754565  -0.55
C  4.280643  -3.709185  1.388488  -0.65
O  3.170985  -4.188905  0.645720  -0.25
C  2.544999  -5.322906  1.223677  -0.78
H  5.598836  -7.249120  -0.198307  0.24
H  4.574345  -5.932668  -0.806367  0.30
H  6.329518  -5.930793  -1.134983  0.34
H  5.632250  -3.763865  -0.283078  0.37
H  6.410759  -3.629005  1.302709  0.36
H  4.215899  -2.615427  1.408446  0.38
H  4.238012  -4.069509  2.420422  0.33
H  2.021847  -5.039963  2.143624  0.33
H  3.262632  -6.117017  1.441456  0.31
H  1.812579  -5.696839  0.510674  0.24
C  -2.509771  -3.149636  -9.104508  -0.68
O  -2.304559  -4.229751  -8.212391  -0.37
C  -1.080861  -4.154332  -7.501063  -0.77
C  -1.296847  -3.699015  -6.076998  -0.45
O  -1.741801  -2.348635  -6.018360  -0.24
C  -3.130325  -2.225988  -5.780462  -0.51
H  -3.526123  -3.229668  -9.485292  0.24
H  -2.392216  -2.185099  -8.602804  0.26
H  -1.814019  -3.205004  -9.947908  0.33
H  -0.378471  -3.486315  -8.008101  0.35
H  -0.644640  -5.157774  -7.487361  0.40
H  -0.346805  -3.755701  -5.536301  0.38
H  -2.011939  -4.359587  -5.578234  0.38
H  -3.374356  -2.533476  -4.754979  0.24
H  -3.720272  -2.819163  -6.483002  0.42
H  -3.381515  -1.173178  -5.897398  0.02
C  4.964489  3.426171  -2.143201  -0.62
O  5.315074  4.555517  -1.364975  -0.38
C  4.374306  5.612391  -1.435192  -0.78
C  3.523862  5.675744  -0.188834  -0.48
O  2.668135  4.538103  -0.075151  0.02
C  3.145006  3.579183  0.854327  -0.87
H  5.672027  2.634284  -1.905890  0.24
H  3.952231  3.078601  -1.916211  0.21
H  5.037784  3.652996  -3.211633  0.34
H  3.740406  5.510009  -2.321087  0.35
H  4.933341  6.548189  -1.525384  0.39
H  2.886184  6.564583  -0.237732  0.30
H  4.161130  5.762368  0.695528  0.43
H  3.068429  3.956257  1.881339  0.33
H  4.181869  3.305044  0.651762  0.40
H  2.522135  2.689291  0.759806  0.15
C  9.176516  -9.811057  1.316765  -0.69
O  8.571803  -9.906289  2.592437  -0.37
C  9.419181  -9.487577  3.651356  -0.50
C  9.056560  -8.104918  4.141347  -0.47
O  9.325071  -7.114901  3.161923  -0.41
C  8.165350  -6.667501  2.482751  -0.78
H  8.406702  -10.015367  0.574345  0.24
H  9.585894  -8.813150  1.139246  0.30
H  9.974114  -10.553778  1.208106  0.33
H  10.467180  -9.511122  3.338900  0.32
H  9.293988  -10.199882  4.473002  0.37
H  9.663565  -7.870366  5.021750  0.39
H  8.003648  -8.077707  4.438029  0.31
H  7.523295  -6.082434  3.149499  0.32
H  7.591824  -7.502265  2.073310  0.34
H  8.488181  -6.028864  1.663088  0.29
C  -1.184233  -5.996298  1.891154  -0.82
O  -0.569961  -7.209619  1.498503  -0.30
C  -0.737608  -8.249685  2.453176  -0.57
C  -1.799267  -9.234893  2.024094  -0.53
O  -3.090033  -8.644549  2.023165  -0.38
C  -3.556013  -8.311437  0.729504  -0.67
H  -1.134224  -5.307369  1.048125  0.18
H  -2.231760  -6.147296  2.164585  0.50
H  -0.648700  -5.552876  2.738693  0.32
H  -0.984858  -7.834141  3.434193  0.36
H  0.218954  -8.774627  2.538592  0.38
H  -1.818266  -10.066290  2.735249  0.38
H  -1.559555  -9.639312  1.036455  0.33
H  -3.776556  -9.214818  0.151153  0.33
H  -2.829905  -7.702152  0.184308  0.27
H  -4.476368  -7.742462  0.850607  0.24
C  0.529976  11.547747  3.416809  -0.67
O  -0.687458  11.561915  2.696612  -0.44
C  -1.360815  10.311882  2.699319  -0.13
C  -2.518987  10.308982  3.669848  -0.52
O  -2.080715  10.382320  5.017474  -0.39
C  -2.227928  11.670513  5.588786  -0.71
H  0.889112  12.573678  3.473401  0.26
H  0.393421  11.163352  4.431158  0.31
H  1.280338  10.940735  2.897793  0.25
H  -0.666812  9.502421  2.936998  0.11
H  -1.741326  10.142655  1.690607  0.34
H  -3.069579  9.367519  3.558840  0.34
H  -3.204166  11.130385  3.440386  0.32
H  -3.286094  11.911063  5.735680  0.31
H  -1.765113  12.440448  4.966823  0.32
H  -1.735465  11.655818  6.559214  0.24

Atoms 1-2, force components in eV/Å:
-0.05 -0.28 0.20
0.52 0.15 0.02

Entry from the Open Molecules 2025 dataset: an isolated molecule of C5H6O (ωB97M-V/def2-TZVPD).

Its total charge is 0. Its structure (SMILES) is C1=C[C@@H]2C[C@@H]2O1.

Each line ends with the Mulliken charge.
CARTESIAN COORDINATES (ANGSTROEM)
C  0.587395  -0.901483  1.152052  -0.71
C  0.644004  0.557633  0.564020  -0.06
C  -1.116707  0.428027  -0.741256  -0.44
C  -0.435865  -0.598683  -1.126555  -0.37
C  0.808506  -0.628242  -0.314721  -0.04
H  1.378224  -1.097452  1.839857  0.31
H  -0.423918  -1.200225  1.482032  0.21
H  1.472211  1.222522  0.835537  0.34
H  -2.044207  0.691319  -1.118682  0.45
H  -0.739272  -1.310034  -1.864685  0.39
H  1.842311  -0.912241  -0.647669  0.32
O  -0.551167  1.182824  0.284047  -0.39

Atoms 1-2, force components in eV/Å:
-1.55 1.88 0.18
1.28 -1.25 1.22

What total energy values result from the calculations? In sequence: -40037.2007, -19858.4778, -156510.7459, -7327.4767 eV.